No. 1
Here is C28H32BClF4N8O3Ti as an isolated structure from the OMol25 dataset. Energies are from ωB97M-V/def2-TZVPD.

Output
Energy above the lowest of the compared OMol25 structures with the same formula, charge and spin   64.2 kJ/mol
Frontier orbital gap (spin up / spin down)   7.47 / 6.50 eV
Multiplicity   2
Expectation value of S²   0.765
Total charge   +1

Geometry as XYZ:
```
78
Properties=species:S:1:pos:R:3:forces:R:3
Ti 0.2407 -0.9599 0.3443 1.686 -0.572 -0.232
C 1.8227 -1.7562 -7.1826 0.027 -0.054 -0.016
C 1.1358 -1.3367 -5.9232 -0.190 0.108 0.265
C -0.1183 -1.8554 -5.5999 -0.022 0.106 0.096
C -0.7599 -1.4752 -4.4368 0.068 0.041 0.155
C -0.1804 -0.5449 -3.5801 0.641 -0.222 -0.281
N -0.8253 -0.2010 -2.3487 -0.078 -0.865 -0.018
C -1.5246 0.9985 -2.2351 -0.683 0.588 0.202
C -2.0448 1.4735 -3.4561 0.107 -0.126 0.243
C -2.7490 2.6444 -3.5652 0.011 0.114 0.270
C -2.9439 3.4489 -2.4458 0.127 -0.353 -0.039
C -3.6481 4.7600 -2.5367 0.060 0.132 -0.019
C -2.4136 3.0076 -1.2454 0.020 -0.164 -0.053
C -1.7486 1.7870 -1.0780 0.015 0.126 -0.618
N -1.3623 1.5332 0.2684 -0.568 0.335 0.480
C -2.0223 2.0444 1.3316 0.461 -0.113 0.339
C -1.2171 1.9253 2.4419 0.086 0.051 -0.287
C -0.0715 1.2859 1.9790 -0.309 0.847 0.241
N -0.1683 1.0438 0.6678 0.256 0.377 0.015
C 1.0842 -0.0259 -3.8785 -0.574 -0.452 -0.123
C 1.7290 -0.4418 -5.0418 -0.084 0.057 0.083
N 1.6818 0.8818 -3.0024 0.398 0.442 0.055
C 2.5909 1.8439 -3.2996 0.134 0.277 0.146
C 2.8732 2.5066 -2.1344 -0.021 -0.133 -0.190
C 2.0788 1.8778 -1.1647 -0.050 -0.097 -0.424
N 1.3660 0.9022 -1.6947 0.059 0.116 0.291
H 1.1556 -1.6350 -8.0337 0.005 0.023 -0.077
H 2.0960 -2.8095 -7.1328 0.053 -0.051 -0.020
H 2.7214 -1.1721 -7.3545 0.081 0.010 -0.065
H -0.5957 -2.5608 -6.2640 -0.029 -0.066 -0.053
H -1.7261 -1.8890 -4.1834 -0.073 -0.007 0.044
H -1.8938 0.8714 -4.3382 -0.025 -0.013 -0.020
H -3.1460 2.9381 -4.5223 -0.058 0.063 -0.173
H -4.3713 4.7561 -3.3463 -0.091 0.032 -0.055
H -2.9223 5.5462 -2.7413 0.000 0.132 -0.027
H -4.1555 5.0081 -1.6088 -0.059 0.027 0.053
H -2.5033 3.6605 -0.3914 0.008 0.028 0.072
H -3.0247 2.4133 1.2708 -0.150 0.117 -0.192
H -1.4459 2.2103 3.4479 -0.046 0.047 0.140
H 0.8158 1.0246 2.5288 0.058 -0.201 -0.027
H 2.7245 -0.0825 -5.2526 0.101 0.097 -0.004
H 2.9307 2.0155 -4.2997 0.087 -0.029 -0.225
H 3.5545 3.3169 -1.9863 0.142 0.213 -0.057
H 1.9979 2.0973 -0.1198 0.047 -0.005 0.174
Cl -2.3076 -0.3529 4.9086 0.023 -0.059 0.207
C -1.4591 -1.6382 4.0296 0.082 0.162 -0.134
C -1.3894 -1.2615 2.5525 -2.353 0.396 0.720
O -2.2983 -0.7050 1.9771 0.239 -0.489 0.647
O -0.2769 -1.5819 1.9677 0.896 -0.894 0.470
H -2.0398 -2.5545 4.1527 0.143 0.040 -0.085
H -0.4595 -1.7587 4.4472 -0.141 -0.021 -0.036
C 1.4610 -3.2066 -1.4410 0.261 -0.042 -0.637
C 1.7093 -4.7227 -1.6697 0.015 0.078 -0.079
N 1.3810 -5.4724 -0.4758 0.107 -0.518 -0.036
C -0.0273 -5.3400 -0.1592 -0.071 0.061 -0.035
C -0.4065 -3.8397 -0.0830 -0.541 -0.413 0.056
N 0.8207 -3.0121 -0.1219 -0.069 -0.071 0.061
C 1.7604 -3.4921 0.9185 0.470 -0.282 0.535
C 2.1616 -4.9616 0.6316 0.015 -0.014 0.048
H 0.8021 -2.8049 -2.2181 0.211 -0.062 0.262
H 2.3990 -2.6441 -1.4548 -0.120 0.026 0.074
H 2.7544 -4.9171 -1.9186 -0.057 0.063 -0.042
H 1.0952 -5.0978 -2.4883 -0.013 0.025 -0.059
H -0.2007 -5.8411 0.7960 -0.064 0.037 -0.077
H -0.6186 -5.8518 -0.9213 0.000 0.042 0.049
H -0.9507 -3.6144 0.8397 0.072 -0.035 -0.212
H -1.0331 -3.5533 -0.9348 0.129 0.017 0.205
H 1.2698 -3.3912 1.8910 0.118 0.011 -0.191
H 2.6506 -2.8604 0.9099 -0.227 -0.003 0.010
H 1.9857 -5.5998 1.4982 0.042 0.088 0.054
H 3.2170 -5.0428 0.3660 -0.013 0.069 0.074
F 4.1572 -0.9698 1.3604 0.712 -0.341 -0.258
B 3.0533 -0.3295 1.6900 -0.311 -0.437 0.103
F 2.2383 -0.9285 2.5849 -0.048 -0.116 0.643
F 3.0584 0.9950 1.7326 0.073 0.931 -0.064
F 2.0405 -0.6442 0.2884 1.789 0.405 -0.006
O -1.3833 -1.0395 -0.3473 -2.924 0.311 -0.747
N -0.6536 -1.1771 -1.4506 -0.072 0.051 -1.588
```
Positions in Å, forces in eV/Å.

Results of the Mulliken charge analysis, in e, for atoms 1 through 4:
1 Ti 0.070
2 C -1.579
3 C 0.531
4 C -0.997

---

No. 2
Here is C22H35Br9O11S as an isolated structure from the OMol25 dataset. Energies are from ωB97M-V/def2-TZVPD.

Output
Energy above the lowest of the compared OMol25 structures with the same formula, charge and spin   0.0 kJ/mol
Frontier orbital gap   9.58 eV

Geometry as XYZ:
```
78
Properties=species:S:1:pos:R:3:forces:R:3
O 20.8684 3.5496 -2.5831 0.374 -0.109 0.037
C 19.7433 3.1506 -2.6641 -0.702 0.049 -0.378
O 18.7906 3.8705 -3.3062 -0.037 0.200 0.369
C 17.4764 3.3199 -3.0065 0.816 -0.008 0.656
C 17.7041 2.3937 -1.7958 -0.257 -0.466 -0.891
C 19.1081 1.8912 -2.0616 0.973 1.326 0.050
H 17.1840 2.8092 -3.9168 -0.565 -0.141 0.175
H 16.8136 4.1138 -2.6840 -0.082 0.265 -0.602
H 16.9370 1.6249 -1.8394 0.067 -0.109 0.371
H 17.6650 2.9395 -0.8565 -0.179 0.078 -0.058
H 19.1493 1.1097 -2.8164 0.100 -0.220 0.146
H 19.7668 1.7308 -1.2094 -0.441 -0.746 0.144
O 15.4303 1.0630 -3.6042 0.314 0.443 0.442
C 14.6339 0.5290 -4.3168 -0.254 -0.534 -0.379
O 13.8514 1.2105 -5.1637 0.150 0.142 -0.159
C 12.8810 0.3581 -5.7968 -0.866 0.396 0.264
C 13.0444 -1.0344 -5.1830 0.280 -0.369 0.065
C 14.3909 -0.9452 -4.4816 0.728 -0.037 -0.200
H 12.9567 0.3838 -6.8829 0.590 0.009 0.037
H 11.9251 0.8364 -5.5719 -0.079 -0.298 0.064
H 13.0560 -1.8088 -5.9456 -0.180 -0.015 0.000
H 12.2734 -1.2716 -4.4528 -0.157 0.122 -0.114
H 15.2311 -1.2657 -5.1121 -0.204 -0.054 -0.168
H 14.5423 -1.4936 -3.5563 -0.371 0.107 0.141
O 21.2008 5.1926 1.5906 -0.183 -0.285 0.124
C 21.0702 5.8242 0.5872 0.110 0.460 -0.028
O 19.8728 6.3230 0.1804 -0.078 -0.591 -0.249
C 20.0030 6.9952 -1.0791 0.170 1.013 -0.118
C 21.4966 7.3658 -1.1702 -0.718 0.461 0.161
C 22.1472 6.2489 -0.3824 0.485 -0.280 -0.016
H 19.3731 7.8840 -1.0072 0.071 -0.028 -0.021
H 19.6454 6.4403 -1.9425 0.017 -0.702 0.234
H 21.5692 8.3168 -0.6337 0.407 -0.125 0.056
H 21.8398 7.5562 -2.1836 0.045 -0.333 -0.053
H 23.0599 6.5118 0.1511 -0.157 0.141 0.121
H 22.4115 5.3558 -0.9559 -0.205 0.090 -0.341
O 24.7844 1.5132 2.7775 0.371 -0.227 0.182
C 24.2274 1.5811 1.7273 -0.474 0.212 -0.192
O 24.8241 2.0675 0.6120 0.055 0.023 -0.030
C 23.8861 2.2335 -0.4628 -0.405 -0.102 0.232
C 22.4884 2.0401 0.1354 -1.021 -1.034 0.440
C 22.7718 1.2578 1.4314 0.602 0.446 0.138
H 24.0614 1.4617 -1.2121 0.263 0.138 -0.100
H 24.0533 3.2249 -0.8709 -0.021 -0.019 -0.170
H 21.8490 1.3842 -0.4601 0.329 0.178 -0.459
H 21.8622 2.9185 0.2887 0.580 0.339 0.189
H 22.6747 0.1817 1.2830 0.046 -0.009 0.023
H 22.2296 1.5284 2.3340 -0.329 0.087 -0.218
O 27.7021 2.0064 -5.7314 0.371 -0.311 0.222
S 26.6723 2.8700 -6.1824 0.192 -0.101 -0.051
O 26.0047 2.5964 -7.4103 -0.339 0.161 -0.334
O 25.6324 2.9160 -5.0041 -0.141 0.465 0.349
C 24.5138 3.8198 -5.1330 -1.087 -0.776 -0.649
C 23.7011 3.7643 -3.8680 0.725 1.168 0.601
C 27.3146 4.5075 -6.2186 0.116 0.218 -0.254
H 23.8794 3.4661 -5.9561 0.305 -0.034 -0.074
H 24.8265 4.8289 -5.4032 0.204 -0.004 0.296
H 24.2548 4.2905 -3.0793 -0.005 -0.254 0.060
H 23.4923 2.7604 -3.5158 -0.178 -0.097 -0.256
H 22.7945 4.3551 -3.9918 -0.207 -0.345 -0.100
H 28.1706 4.4508 -6.8882 0.075 0.027 0.074
H 27.6239 4.7947 -5.2180 0.056 -0.027 0.018
H 26.6032 5.2144 -6.6376 -0.076 -0.074 0.045
C 13.3879 3.1464 -2.1093 0.178 -0.048 0.531
Br 14.4572 4.3936 -1.0892 -0.128 0.101 -0.016
Br 12.4300 3.9814 -3.5290 0.041 0.093 -0.147
Br 12.1835 2.1949 -0.9372 0.042 -0.072 -0.045
H 14.1033 2.4307 -2.4900 -0.134 -0.017 -0.273
C 18.9312 2.1825 -6.6561 0.248 -0.357 -0.240
Br 18.4185 0.5911 -5.6872 -0.072 0.108 0.060
Br 18.5288 1.9641 -8.5283 -0.100 0.120 0.047
Br 20.8075 2.5374 -6.4191 -0.100 0.097 0.129
H 18.3585 3.0146 -6.2748 0.019 0.049 0.060
C 16.5698 3.6642 3.2640 0.203 -0.520 -0.449
Br 17.2239 3.0082 4.9403 0.013 0.206 0.120
Br 14.9890 2.6837 2.7472 -0.044 0.198 -0.027
Br 17.9366 3.5064 1.8990 -0.036 0.126 0.154
H 16.3350 4.7156 3.3173 -0.115 0.017 0.235
```
Positions in Å, forces in eV/Å.

Results of the Mulliken charge analysis, in e, for atoms 1 through 4:
1 O -0.466
2 C 0.409
3 O -0.447
4 C 0.014

---

No. 3
Here is a 2-piece molecular cluster, C2H6Br2N overall from the OMol25 dataset. Energies are from ωB97M-V/def2-TZVPD.

Output
Energy above the lowest of the compared OMol25 structures with the same formula, charge and spin   175.0 kJ/mol
Frontier orbital gap   10.46 eV
Total charge   +1

Geometry as XYZ:
```
11
Properties=species:S:1:pos:R:3:forces:R:3
C -0.3807 1.1796 -0.2984 -1.369 -1.623 -2.610
C 0.4648 0.1455 0.3750 0.978 1.472 5.294
N 0.1650 -1.2322 0.0035 -2.057 0.957 -4.241
Br -2.3576 0.3922 -0.2589 1.512 0.478 -0.461
Br 2.4189 0.3870 -0.0667 -1.469 0.097 0.545
H -0.0464 1.4261 -1.3652 -0.822 -0.528 1.428
H -0.6748 2.0291 0.2277 0.569 1.416 1.076
H 0.2221 0.3149 1.8736 0.934 -0.740 -4.742
H -0.9084 -1.2249 -0.3938 2.175 -0.161 1.118
H 0.8095 -1.5019 -0.7740 -0.631 0.153 0.352
H 0.2876 -1.9154 0.6771 0.179 -1.521 2.242
```
Positions in Å, forces in eV/Å.

Results of the Mulliken charge analysis, in e, for atoms 1 through 4:
1 C -0.739
2 C -0.085
3 N -0.250
4 Br -0.108

---

No. 4
Here is C23H36N2O4S as an isolated structure from the OMol25 dataset. Energies are from ωB97M-V/def2-TZVPD.

Output
Energy above the lowest of the compared OMol25 structures with the same formula, charge and spin   1765.6 kJ/mol
Frontier orbital gap   8.26 eV

Geometry as XYZ:
```
66
Properties=species:S:1:pos:R:3:forces:R:3
C -4.7243 -1.8540 1.3408 3.239 -2.872 -6.171
H -5.3298 -2.4104 1.8745 -2.554 -2.923 3.042
O -3.3601 -2.3399 1.5231 -5.018 -1.055 3.712
C -2.3312 -2.1530 0.8626 2.815 0.968 -4.167
C -1.2653 -3.0697 1.1659 -10.881 -1.168 6.841
C -0.0836 -2.8478 0.8474 7.686 -2.175 -0.062
C 0.1103 -1.9513 -0.0475 2.552 8.772 -9.789
C -0.8906 -1.0304 -0.7625 -1.344 -13.947 13.031
C -2.2013 -1.1506 -0.2056 3.766 -2.680 0.595
S -3.2574 -0.0494 -0.8746 -1.279 4.837 -5.261
O -4.5242 -0.4580 -1.3606 -1.481 -2.902 -1.306
O -2.6462 0.8693 -1.9179 0.563 -2.881 2.565
N -3.7569 0.7509 0.3373 -0.111 6.186 7.257
C -2.6804 1.7683 1.1040 2.999 -6.412 -4.911
C -2.3630 2.9458 0.1813 2.210 2.539 2.831
C -3.6778 3.7816 0.2560 1.851 2.380 -3.053
C -4.6383 2.8296 -0.5374 -2.891 6.800 -0.650
C -5.0100 1.6707 0.2897 2.543 -0.055 0.378
H -5.5644 1.1861 -0.3928 -3.349 -2.280 -1.101
H -5.4313 2.0285 1.3015 0.819 -1.335 -1.512
H -4.3539 2.6995 -1.6671 -0.397 -0.159 2.532
H -5.7095 3.6654 -0.5561 2.608 -2.873 -0.276
H -3.3774 4.8256 -0.3876 -1.330 -2.727 1.644
H -4.0468 4.1758 1.2825 0.651 -1.208 -1.599
H -1.9609 2.8623 -0.9130 -1.006 -0.485 2.381
H -1.5029 3.5331 0.8497 -1.819 -1.258 -1.847
H -1.8269 0.8293 1.1191 -1.519 3.381 0.737
H -2.9807 2.0843 2.0564 -0.780 -0.017 1.227
H -0.8172 -0.3480 -1.3036 2.524 10.336 -9.049
N 1.4745 -1.6529 -0.7458 -5.143 2.799 -1.173
C 2.6602 -2.0392 -0.5326 1.750 -5.643 2.754
O 2.7646 -2.9808 0.2844 0.998 0.265 0.536
C 3.8564 -1.6594 -1.3320 -1.180 -4.403 -2.013
C 3.6538 -0.4892 -2.0986 2.960 5.634 2.009
C 3.5530 0.7314 -1.0818 1.652 3.850 -0.783
H 2.7600 0.8639 -0.4014 -1.811 -0.661 0.283
H 3.4797 1.7313 -1.8157 0.403 -2.413 2.052
C 4.8510 0.8874 0.0421 0.070 -2.836 -12.822
C 4.9891 -0.4281 0.5212 -2.666 -0.923 4.154
C 4.9670 -1.5105 -0.3833 5.464 -6.170 -1.436
H 6.0420 -1.6050 -0.9567 -2.478 0.478 0.846
H 5.0372 -2.5000 0.3158 -0.416 2.151 -1.940
H 5.8190 -0.5181 1.1335 1.807 -0.359 1.342
H 4.1115 -0.7756 1.2004 0.897 1.327 -0.322
H 5.6053 1.0339 -0.9729 -0.592 -0.932 2.424
C 5.0389 2.0372 0.7053 -2.235 5.759 4.784
C 3.7313 2.0684 1.6635 -0.880 5.434 -4.548
H 3.8979 2.8468 2.3693 -0.066 1.099 0.573
H 2.7742 2.4570 0.9397 2.479 -1.054 2.153
H 3.3872 1.3239 2.2342 -0.742 -3.730 1.556
C 4.9863 3.4337 -0.1682 3.544 -2.458 0.262
H 4.0892 3.5724 -0.7699 0.166 -0.057 0.234
H 6.0081 3.4195 -0.8847 -2.817 0.175 1.790
H 5.1295 4.1658 0.6310 -0.216 0.428 -0.589
C 6.2516 1.9868 1.7199 -5.817 5.734 -1.244
H 7.0661 1.9584 1.2167 5.747 -0.726 -3.122
H 6.0275 1.2248 2.2974 -0.366 -3.395 3.368
H 6.1862 3.0156 2.1629 0.281 -1.200 0.413
H 2.8487 -0.2608 -2.7361 -0.626 -0.734 -1.512
H 4.7099 -0.2348 -2.4081 -1.318 -0.197 -1.326
H 4.0164 -2.5702 -2.1823 -0.224 1.879 2.716
H 1.4655 -0.9579 -1.4850 -1.025 0.071 0.339
H 0.8321 -3.3632 1.0907 -0.071 -0.442 0.619
H -1.6362 -3.6456 2.2004 1.330 0.897 -3.126
H -4.7689 -0.9045 1.5519 -0.276 5.031 1.131
H -4.9978 -2.0395 0.2393 0.348 0.534 1.597
```
Positions in Å, forces in eV/Å.

Results of the Mulliken charge analysis, in e, for atoms 1 through 4:
1 C -0.837
2 H 0.468
3 O -0.512
4 C 0.895

---

No. 5
Here is a 2-piece molecular cluster, CH4BNO3 overall from the OMol25 dataset. Energies are from ωB97M-V/def2-TZVPD.

Output
Energy above the lowest of the compared OMol25 structures with the same formula, charge and spin   108.4 kJ/mol
Frontier orbital gap   11.82 eV

Geometry as XYZ:
```
10
Properties=species:S:1:pos:R:3:forces:R:3
B -0.6364 0.7892 -0.5142 2.464 1.922 -0.061
C 0.8263 -1.3875 1.7120 1.783 -0.506 -2.587
N 1.4806 -1.6115 0.7378 -1.495 -0.192 2.256
O 0.7101 1.1130 -0.2604 -2.041 1.110 -2.023
O -1.4531 0.2386 0.3758 -0.185 -2.120 3.000
O -1.1493 1.3550 -1.6559 -1.536 -1.168 -0.293
H 1.8964 -2.1200 -0.0356 -0.170 0.442 0.411
H 1.4098 0.7191 0.1951 0.726 -1.155 1.194
H -0.9998 -0.1202 1.2168 -1.021 0.903 -2.044
H -2.0846 1.0242 -1.7714 1.475 0.763 0.147
```
Positions in Å, forces in eV/Å.

Results of the Mulliken charge analysis, in e, for atoms 1 through 4:
1 B 0.609
2 C -0.126
3 N -0.188
4 O -0.554